The following is a quantum chemistry calculation of C13H15F4N2O4Ti as an isolated structure, from the OMol25 dataset.

Calculated values
* 2S+1: 2
* ΔE to the lowest compared entry with this formula, charge and spin: 10.1 kcal/mol
* lowest unoccupied orbital energy (spin up / spin down): 0.513 / 0.515 eV
* gap between HOMO and LUMO (spin up / spin down): 8.642 / 8.735 eV
* total charge: 0
* HOMO (spin up / spin down): -8.13 / -8.22 eV
* maximum force: 0.01564 Eh/bohr

XYZ file:
```
39
Properties=species:S:1:pos:R:3:mulliken_charge:R:1
Ti -0.78 -0.02 0.04 0.3599
C -1.50 -2.94 0.74 -1.1484
N -0.35 -2.14 0.30 0.4835
C 0.21 -2.72 -0.94 -1.0150
C 0.69 -2.08 1.37 -0.9593
C 0.22 -1.21 2.54 -0.8479
N -0.36 0.00 1.98 0.5596
C -0.88 1.02 2.74 -0.0792
C -1.39 2.13 2.05 0.5587
F -1.32 2.11 0.68 -0.3497
C -1.95 3.23 2.66 -0.0195
F -2.40 4.23 1.91 -0.2973
C -2.05 3.28 4.04 -0.4876
C -1.57 2.20 4.75 0.1117
F -1.64 2.19 6.08 -0.3067
C -1.00 1.10 4.13 0.4089
F -0.55 0.09 4.90 -0.3272
H -1.17 -3.96 0.99 0.3484
H -2.23 -2.99 -0.06 0.3625
H -1.97 -2.48 1.61 0.3032
H 0.53 -3.75 -0.77 0.3827
H 1.05 -2.12 -1.27 0.3128
H -0.56 -2.70 -1.71 0.3037
H 1.58 -1.62 0.93 0.4036
H 0.93 -3.09 1.70 0.3629
H 1.10 -1.00 3.16 0.4771
H -0.48 -1.75 3.17 0.5070
H -2.49 4.13 4.54 0.4978
O -2.87 -0.19 0.43 -0.5190
C -3.10 -0.10 -0.81 0.2582
O -2.15 -0.10 -1.63 -0.5405
H -4.13 -0.01 -1.17 0.4293
C 1.75 2.70 -0.64 -1.1886
C 1.72 1.21 -0.39 0.9669
O 2.53 0.65 0.30 -0.5605
O 0.71 0.56 -1.01 -0.7316
H 2.72 2.95 -1.08 0.3978
H 1.69 3.22 0.32 0.2874
H 0.96 3.04 -1.30 0.2944
```